{
  "formula": "C6H9N3S",
  "method": "ωB97M-V/def2-TZVPD",
  "de_lowest_kj_mol": 599.2,
  "spin_multiplicity": 1,
  "e_tot_ev": -21666.6875,
  "total_charge": 0,
  "species": ["C", "C", "C", "C", "C", "C", "N", "N", "N", "S", "H", "H", "H", "H", "H", "H", "H", "H", "H"],
  "coordinates": [[3.217, 0.349, 0.085], [2.689, -0.823, 0.669], [2.313, 1.257, -0.581], [1.261, -1.082, 0.569], [1.024, 0.887, -0.831], [0.594, -0.178, -0.174], [-2.793, 0.164, -1.357], [-3.456, 0.757, 1.147], [-2.659, -1.500, 0.492], [-2.408, 0.163, 0.129], [4.245, 0.635, 0.091], [3.265, -1.477, 1.244], [2.752, 2.139, -0.879], [0.871, -1.826, 1.144], [0.450, 1.478, -1.534], [-2.404, 0.946, -1.939], [-3.260, 1.736, 1.352], [-2.093, -1.915, -0.127], [-3.606, -1.710, 0.499]],
  "atomic_forces_ev_per_a": [[-2.61, -0.05, -0.13], [-1.84, 1.79, -1.37], [2.14, -2.94, 1.36], [3.46, 2.42, -0.72], [0.11, 2.11, -1.06], [-1.94, -2.09, 0.65], [1.19, 1.31, -2.05], [1.29, 0.28, 0.53], [1.00, 3.94, 2.98], [-2.28, -1.64, 0.96], [0.54, -0.12, 0.40], [1.00, -0.96, 0.68], [0.55, 1.93, -1.12], [-1.30, -2.05, 1.24], [-0.41, 0.05, 0.24], [-0.51, -0.85, 0.89], [-0.31, 0.05, -0.28], [1.89, -2.63, -2.91], [-1.96, -0.52, -0.27]],
  "nbo_charge": [-0.228, -0.178, -0.171, -0.327, -0.350, 0.157, -1.089, -0.975, -0.979, 1.552, 0.218, 0.212, 0.208, 0.228, 0.230, 0.373, 0.363, 0.368, 0.389]
}

---

{
  "formula": "C6H9N3S",
  "method": "ωB97M-V/def2-TZVPD",
  "de_lowest_kj_mol": 362.4,
  "spin_multiplicity": 1,
  "e_tot_ev": -21669.1418,
  "total_charge": 0,
  "species": ["C", "C", "C", "C", "C", "C", "N", "N", "N", "S", "H", "H", "H", "H", "H", "H", "H", "H", "H"],
  "coordinates": [[3.546, -0.313, -0.626], [2.298, -0.339, -1.191], [2.108, 0.058, 0.918], [-0.679, -0.893, 0.031], [-1.242, 1.398, -0.247], [-2.980, -0.353, 0.534], [3.426, -0.096, 0.706], [1.386, 0.013, -0.180], [-1.578, 0.001, 0.151], [-0.555, -2.494, 0.245], [4.634, -0.377, -0.865], [1.901, -0.563, -2.238], [1.601, 0.099, 1.939], [-0.274, 1.583, -0.311], [-1.663, 1.556, -1.231], [-1.701, 1.994, 0.485], [-3.607, -0.255, -0.350], [-3.268, -1.441, 0.898], [-3.355, 0.421, 1.330]],
  "atomic_forces_ev_per_a": [[1.19, -0.10, 0.40], [-1.43, 0.05, -2.13], [0.71, -0.11, 2.86], [2.13, -3.35, 0.88], [-4.78, -1.63, -0.32], [-1.49, 0.09, 1.42], [-1.60, 0.56, 1.61], [-1.66, -1.55, -1.74], [0.38, 0.90, -0.11], [0.16, 1.83, -0.56], [-1.47, -0.25, -1.02], [0.89, 0.53, 1.69], [1.02, 0.23, -1.48], [4.40, 0.20, 0.09], [-0.39, 0.28, -0.17], [-0.65, 1.20, 0.74], [0.02, 0.37, -0.15], [1.74, 2.22, -0.53], [0.84, -1.48, -1.48]],
  "nbo_charge": [-0.114, -0.171, 0.123, 0.326, -0.376, -0.427, -0.496, -0.470, -0.453, 0.087, 0.220, 0.206, 0.177, 0.253, 0.203, 0.203, 0.218, 0.264, 0.226]
}

---

{
  "formula": "C6H9N4S",
  "method": "ωB97M-V/def2-TZVPD",
  "de_lowest_kj_mol": 434.3,
  "spin_multiplicity": 1,
  "e_tot_ev": -23152.7348,
  "total_charge": 1,
  "species": ["C", "C", "C", "C", "C", "C", "N", "N", "N", "N", "S", "H", "H", "H", "H", "H", "H", "H", "H", "H"],
  "coordinates": [[-0.311, 1.237, -0.340], [1.440, -1.697, 0.443], [0.385, 0.068, -0.265], [-2.317, 0.124, -0.130], [-1.703, 1.254, -0.857], [2.389, 0.579, 0.974], [0.476, -2.237, -0.221], [-1.739, -1.162, -0.364], [1.459, -0.311, 0.418], [-0.308, -1.143, -0.722], [-3.660, 0.305, 0.726], [0.117, 2.227, -0.131], [2.233, -2.274, 0.936], [-2.151, 2.136, -0.387], [-1.799, 1.327, -2.008], [2.083, 0.991, 2.079], [3.412, -0.008, 1.072], [2.467, 1.438, 0.255], [-2.140, -1.851, 0.309], [-0.332, -1.004, -1.787]],
  "atomic_forces_ev_per_a": [[2.44, -0.24, -0.73], [0.39, 1.18, -0.28], [-3.78, 3.57, -0.05], [-0.78, -1.45, -1.22], [0.37, 0.87, -0.68], [2.50, 1.17, 2.59], [-0.29, -1.06, -0.12], [-1.03, 0.99, 0.77], [0.78, -3.15, 0.26], [-0.50, 1.08, -0.97], [-0.17, -0.48, 0.45], [0.14, -0.79, 0.34], [-0.54, 0.20, -0.21], [-0.10, -0.03, -0.72], [-0.03, -0.47, 1.75], [0.61, -1.00, -2.75], [-2.00, 1.58, -0.18], [0.35, -0.69, 0.92], [1.42, 0.09, -0.62], [0.23, -1.38, 1.47]],
  "nbo_charge": [-0.201, 0.308, 0.275, 0.020, -0.551, -0.427, -0.294, -0.468, -0.407, -0.106, 0.135, 0.261, 0.262, 0.285, 0.272, 0.240, 0.248, 0.238, 0.454, 0.456]
}